1.
The following is a quantum chemistry calculation of the molecule C13H11ClF3NO at a distorted geometry, from the Open Molecules 2025 dataset.

The geometry in XYZ format:
```
30
Properties=species:S:1:pos:R:3:forces:R:3:mulliken_charge:R:1
N 2.1003 -0.1491 -0.5126 -0.318 -0.513 0.827 -0.3951
C 1.3557 0.9576 -0.8837 0.494 -0.668 0.362 1.0278
C 1.7805 1.5473 -2.0553 0.250 1.310 -1.083 -0.8146
C 1.0988 2.6237 -2.5892 -0.608 0.522 -0.365 -0.4821
C -0.0221 3.1414 -1.9316 0.254 0.195 0.662 -0.1188
Cl -0.8533 4.5649 -2.6405 0.447 -1.013 0.570 -0.2338
C -0.3797 2.6418 -0.6672 0.612 -0.401 -0.966 -0.8121
C 0.2922 1.5173 -0.1397 -0.565 0.102 -0.113 -0.1413
C -0.2049 0.8969 1.2038 -0.364 1.213 -0.411 1.7252
O -1.5112 1.4002 1.5252 0.390 1.557 -0.017 -0.6644
C -0.5052 -0.4991 1.1369 1.014 -3.245 -0.577 -1.1679
C -0.7158 -1.6902 1.0366 0.343 0.604 0.170 0.0490
C -0.9435 -3.1226 0.8858 -0.954 0.033 -0.075 -0.1517
C -0.9958 -3.6814 -0.5128 -0.160 0.853 -0.460 -0.5790
C -2.3029 -3.5530 0.2754 1.136 1.412 -1.073 -0.6919
C 0.8067 1.2147 2.3768 -0.182 -0.499 0.129 0.7893
F 0.1005 0.9115 3.4986 0.933 0.728 -0.002 -0.2856
F 1.9000 0.3659 2.3791 -1.258 1.607 -0.135 -0.2484
F 1.2216 2.5281 2.3994 -0.568 -2.251 0.150 -0.2698
H 2.7549 -0.5626 -1.1843 -0.830 0.369 0.544 0.2502
H 1.6244 -0.7713 0.1342 0.554 -0.109 -0.309 0.1275
H 2.7221 1.2245 -2.5306 -0.722 -0.062 0.199 0.2906
H 1.3791 3.0926 -3.5371 0.116 -0.282 0.375 0.3655
H -1.1849 3.1023 -0.1332 -0.294 0.008 0.262 0.5460
H -1.9000 0.8798 2.2462 0.434 0.076 -0.262 0.3899
H -0.5223 -3.7709 1.6424 -0.064 0.186 0.161 0.4541
H -0.6145 -4.6843 -0.6986 0.007 0.312 0.152 0.2683
H -0.7296 -2.9149 -1.2796 -0.583 -0.931 0.500 0.2372
H -3.0003 -2.7503 -0.0493 0.666 -0.685 0.474 0.2469
H -2.7509 -4.4609 0.6047 -0.178 -0.426 0.313 0.2891
```
Positions in Å, forces in eV/Å.

The value obtained for the HOMO energy is -8.08 eV. The calculation puts the gap between HOMO and LUMO at 0.3231 Eh. Its total charge is 0. The energy above the lowest of the compared OMol25 structures with the same formula, charge and spin is 2.0 kcal per mole.

2.
The following is a quantum chemistry calculation of the molecule C13H11N at a distorted geometry, from the Open Molecules 2025 dataset.

The geometry in XYZ format:
```
25
Properties=species:S:1:pos:R:3:forces:R:3:mulliken_charge:R:1
C -0.0406 -2.4270 0.0122 -0.504 0.615 1.023 -0.8457
C 0.1538 -1.0121 0.3103 -1.675 -6.564 0.370 0.5382
C -0.7621 -0.2524 1.2473 0.058 1.655 -1.574 0.6732
C -2.1474 -0.5132 0.9703 0.759 -1.130 -1.805 -0.2476
C -3.2447 0.3092 1.3606 -0.697 -3.858 0.858 -0.5429
C -2.9896 1.2946 2.2944 2.472 -1.586 -0.675 -0.2602
C -1.5670 1.5052 2.6204 -2.483 4.364 0.860 -0.3844
C -0.4221 0.9808 1.9528 -2.081 -1.156 1.868 -0.5285
C 1.0345 -0.5619 -0.6800 2.963 4.865 -4.782 0.4973
C 0.7674 0.7501 -1.3397 -0.161 0.613 3.098 -0.4059
C 1.5830 1.2080 -2.4047 -3.773 4.284 1.302 -0.0386
C 2.5772 0.5361 -2.9716 6.422 -2.891 0.211 -0.6119
C 3.0118 -0.6278 -2.1718 -4.882 -0.332 2.300 -0.0808
N 2.1882 -1.2403 -1.1107 -0.728 3.132 -1.357 -0.6270
H 0.1193 -2.8412 -1.1188 0.213 1.007 3.307 0.2477
H -0.4354 -3.2124 0.8417 0.455 2.117 -2.249 0.2605
H -2.2711 -1.4342 0.2196 -0.137 2.287 1.961 0.2191
H -4.2764 -0.2895 1.2700 2.021 2.198 -0.228 0.2217
H -3.8543 1.7197 2.7774 0.439 0.661 0.371 0.3736
H -1.6472 2.5104 3.3544 1.495 -2.832 -1.804 0.1558
H 0.5795 1.3938 2.2820 -1.178 -0.945 -0.882 0.3461
H 0.0560 1.5703 -0.6181 1.985 -2.612 -2.844 0.1107
H 1.4475 2.3327 -2.7430 -0.051 -2.474 0.586 0.2247
H 3.4066 1.0684 -3.6978 -2.545 -1.605 1.725 0.2388
H 3.8327 -1.2733 -1.9954 1.609 0.186 -1.642 0.4660
```
Positions in Å, forces in eV/Å.

The value obtained for the HOMO energy is -8.20 eV. The calculation puts the gap between HOMO and LUMO at 0.2954 Eh. Its total charge is 0. The energy above the lowest of the compared OMol25 structures with the same formula, charge and spin is 173.8 kcal per mole.

3.
The following is a quantum chemistry calculation of C13H12BrIrNO as an isolated structure, from the Open Molecules 2025 dataset.

The geometry in XYZ format:
```
29
Properties=species:S:1:pos:R:3:forces:R:3:mulliken_charge:R:1
Ir -0.2947 -0.2838 -1.4255 -0.326 0.511 0.178 1.0183
Br 2.2335 -1.1911 -1.5091 0.395 -0.212 -0.357 -0.1044
C 2.3951 -0.9268 0.3616 0.030 0.011 -0.088 0.6414
C 3.6781 -0.9227 0.8918 0.003 -0.024 0.032 -0.6554
C 3.8277 -0.8338 2.2646 -0.018 0.002 0.103 -0.6042
C 2.7024 -0.7734 3.0934 0.215 0.010 0.005 -0.7676
C 1.4176 -0.7863 2.5482 -0.190 -0.037 0.113 0.8273
C 0.2794 -0.7833 3.3819 -0.081 0.001 0.014 -0.5934
C -1.0114 -0.8363 2.8373 0.109 0.018 0.140 -0.7697
C -1.1831 -0.8515 1.4707 0.110 0.079 -0.169 -0.5034
C -0.0745 -0.7919 0.5962 -0.130 0.005 -0.020 -0.3479
C 1.2341 -0.8298 1.1378 -0.034 -0.093 0.108 1.0360
H 4.5442 -1.0051 0.2481 -0.028 0.007 0.002 0.4351
H 4.8206 -0.8303 2.6945 -0.024 0.009 0.008 0.4302
H 2.8251 -0.7166 4.1683 0.008 -0.006 -0.022 0.4541
H 0.4152 -0.7626 4.4571 -0.022 -0.002 -0.031 0.4598
H -1.8719 -0.8560 3.4927 0.018 -0.015 0.014 0.4272
H -2.1873 -0.8871 1.0673 0.002 0.007 -0.015 0.4670
N -3.9334 0.7769 -3.1867 -0.044 -0.031 -0.045 -0.3214
C -2.6732 0.6777 -2.8517 -0.026 -0.184 0.007 0.7183
O -2.2559 -0.3730 -2.2644 0.150 0.094 -0.026 -0.7238
C -1.6949 1.7609 -3.1876 0.179 0.213 0.130 -0.4494
C -0.5246 1.7747 -2.2109 -0.175 -0.527 -0.010 -1.2404
H -4.5658 0.0056 -3.0186 0.003 0.009 -0.003 0.2739
H -4.2868 1.5886 -3.6707 -0.001 0.003 0.019 0.2314
H -2.1884 2.7338 -3.2260 -0.054 0.011 -0.030 0.3840
H -1.3487 1.5433 -4.2008 0.032 -0.001 -0.047 0.3381
H -0.7032 2.3256 -1.2939 -0.118 0.214 -0.002 0.4875
H 0.4246 2.0544 -2.6655 0.017 -0.070 -0.007 0.4515
```
Positions in Å, forces in eV/Å.

The expectation value of S² is 8.784. The value obtained for the HOMO energy (spin up / spin down) is -14.83 / -16.53 eV. The calculation puts the gap between HOMO and LUMO (spin up / spin down) at 0.2750 / 0.2263 Eh. Its total charge is +2. The spin multiplicity is 6.

4.
The following is a quantum chemistry calculation of C13H12ClN5 as an isolated structure at a distorted geometry, from the Open Molecules 2025 dataset.

The geometry in XYZ format:
```
31
Properties=species:S:1:pos:R:3:forces:R:3:mulliken_charge:R:1
Cl 4.4017 1.7768 0.0189 0.786 1.357 -0.342 -0.1991
C 3.2165 0.6471 -0.3188 -4.453 2.107 -2.044 0.1104
C 3.2494 -0.4813 0.2982 -7.413 -5.521 -2.397 -1.0150
C 2.0988 -1.4871 0.1147 0.297 0.394 -1.163 -0.3530
C 0.9918 -1.3034 -0.8265 4.172 2.672 4.583 0.6425
C 0.9194 0.0119 -1.2764 -0.877 1.123 -2.692 0.1194
C 1.9244 0.8666 -0.9874 3.293 5.919 -3.929 -0.5238
H 1.9783 1.9714 -1.7733 -0.489 -3.310 2.899 0.0969
H 0.1004 0.3962 -2.0713 1.780 -1.090 2.198 0.2363
C -0.1822 -2.0897 -0.7875 -8.313 14.273 3.300 -1.5179
H 0.0348 -2.8304 -1.1066 4.154 -16.887 -7.722 1.4422
H -1.0176 -1.5419 -1.6200 2.373 -1.740 2.401 0.1132
C -0.9139 -2.3906 0.4803 -1.159 5.808 3.213 -0.9986
N -0.6638 -1.0529 1.5723 -0.474 -7.457 -2.037 -0.4300
C -0.7935 0.1661 1.0747 1.601 1.684 5.213 0.3600
N -0.0293 0.9764 1.9698 0.505 -4.515 -1.337 -0.5360
C 0.0442 2.1431 1.6202 0.796 8.914 -0.101 -0.1699
N -0.7858 2.8759 0.7780 4.681 3.768 1.682 -0.5873
C -1.5074 2.2439 0.0001 -4.383 -5.824 1.180 0.9577
N -2.5656 2.5409 -0.7572 -2.215 0.171 -5.410 -0.7635
C -3.1968 1.3926 -1.2812 2.346 3.562 4.085 -0.1972
N -2.8109 0.3922 -0.3770 -0.385 -1.167 -2.459 -0.0990
C -1.6970 0.8532 0.3543 -1.321 -1.676 -2.651 0.1246
H -3.1200 -0.5881 -0.4272 0.415 0.871 -0.075 0.2382
H -3.9495 1.5124 -2.1489 1.150 -0.887 2.050 0.3528
H 0.7944 2.9368 2.1114 -1.552 -2.205 -0.540 0.2660
H 0.1195 -1.4683 2.1436 -0.955 2.466 -0.822 0.4427
H -1.9790 -2.1371 0.4024 0.154 -1.430 -0.287 0.3434
H -0.6859 -3.1663 1.1865 0.156 -0.805 -0.506 0.4558
H 2.0960 -2.4501 0.7156 0.328 1.326 -0.742 0.3552
H 3.9285 -0.7163 0.9180 5.002 -1.904 4.454 0.7328
```
Positions in Å, forces in eV/Å.

The value obtained for the HOMO energy is -7.93 eV. The calculation puts the gap between HOMO and LUMO at 0.2945 Eh. Its total charge is 0. The energy above the lowest of the compared OMol25 structures with the same formula, charge and spin is 240.9 kcal per mole.